The following is a quantum chemistry calculation of a 12-piece molecular cluster, C4H32N2O12 overall at a distorted geometry, from OMol25.

- Max |F|: 0.107 Eh/bohr
- SMILES: NCC[C@@H](N)C=O.O.O.O.O.O.O.O.O.O.O.O
- Electronic energy: -32214.9964 eV
- Highest occupied orbital energy: -9.2418 eV
- LUMO energy: 0.22 eV

```
! RIJCOSX wB97M-V def2-TZVPD def2/J DEFGRID3
* xyz 0 1
N 1.88457 0.22007 -2.29962
C 0.65358 1.05874 -2.66892
C -0.54976 0.46347 -2.10459
C -0.27113 -0.23015 -0.75566
N 0.39095 0.57956 0.28625
C -1.63583 -0.50797 -0.21314
O -2.08751 -0.03015 0.82782
H 1.98435 -0.51613 -2.94821
H 2.75387 0.75786 -2.38116
H 0.60584 1.04876 -3.83034
H 0.90660 2.11348 -2.23340
H -0.89823 -0.29301 -2.93281
H -1.37269 1.15567 -1.90552
H 0.19918 -1.25111 -0.85468
H 1.18968 0.21077 0.69071
H 0.61470 1.46225 -0.00540
H -2.34706 -1.23356 -0.86980
O 1.68962 -0.14562 4.34093
H 2.16998 0.59109 3.98102
H 0.93030 0.32456 4.70407
O -1.88628 2.45608 1.22590
H -2.42727 2.39802 2.00603
H -1.61371 1.55043 1.14452
O -4.04450 1.70086 -0.34183
H -3.21593 2.21047 0.04643
H -4.45210 1.44834 0.41516
O -3.42525 -0.01613 -2.11836
H -3.71993 0.68983 -1.62620
H -4.23662 -0.46763 -2.34428
O 3.68211 0.28845 1.67579
H 3.73795 1.24909 1.97004
H 2.95409 0.15215 1.13179
O 0.56488 -3.16943 -2.39826
H 0.72894 -3.17549 -3.28692
H 1.29232 -3.36717 -1.86195
O 1.15367 3.53406 1.18865
H 0.24096 3.41118 0.96238
H 1.31363 4.53982 1.23939
O 1.54486 -2.88930 0.43082
H 1.97903 -2.62291 1.27282
H 1.52626 -3.89731 0.56022
O -0.23730 1.41937 3.63807
H -0.39064 2.12889 2.93259
H -0.11732 0.79813 2.97281
O -2.94255 -3.67853 -2.34315
H -2.18486 -3.59657 -1.78077
H -2.87292 -2.84734 -2.88546
O 3.18319 -2.18272 2.27967
H 2.98091 -1.55280 2.86631
H 4.07337 -2.29041 2.20026
*
```